(1)
DFT (wB97M-V/def2-TZVPD) results for one molecule with the formula C4H10 in a non-equilibrium geometry.

XYZ file:
```
14
Properties=species:S:1:pos:R:3
H 0.6071 -2.0187 -0.5349
C 0.9310 -1.1205 -0.0004
H 0.8642 -1.3253 1.0735
H 0.1751 0.2565 -1.4654
H -1.6084 -0.4475 0.9527
H -1.7566 -1.0996 -0.6889
H 1.9832 -0.9422 -0.2452
C 0.5364 1.3261 0.3552
H 1.4839 1.7119 -0.0291
H 0.5316 1.1948 1.4407
C 0.0817 0.0853 -0.3872
H -0.3100 1.9925 0.0350
H -2.0773 0.6145 -0.3991
C -1.4418 -0.2278 -0.1069
```

For the LUMO energy, the calculation gives 0.04557 Eh. As for the charge: 0. As for the total energy: -4310.1277 eV. For the largest force on an atom, the calculation gives 2.13 eV/Å. As for the orbital gap: 12.4 eV. The multiplicity is 1. The calculation puts the HOMO energy at -11.114 eV.

---

(2)
DFT (wB97M-V/def2-TZVPD) results for one molecule with the formula C8H9NO4 in a non-equilibrium geometry.

XYZ file:
```
22
Properties=species:S:1:pos:R:3
H -2.8188 -2.3072 0.2245
H 0.8706 2.5467 0.5309
N -2.2036 -1.4364 0.2669
C 1.0412 1.5149 0.3986
H -2.0703 1.0595 -1.6805
H -2.0237 0.0035 1.5667
C -1.8413 1.8189 -0.9919
C -0.9187 -1.7129 -0.1919
C 2.3525 0.9987 0.4038
O 3.7164 -0.9366 0.1753
O -1.3499 1.3526 0.2572
C 1.3729 -1.1865 0.0451
H 1.2417 -2.2757 -0.2512
C 2.4617 -0.4114 0.2015
C 0.1314 -0.6788 -0.0026
H 3.2388 1.5494 0.6212
H -1.1538 2.5360 -1.4368
C -0.0948 0.7234 0.2136
H 3.6835 -1.8585 -0.2375
H -2.7787 2.4028 -0.8808
O -0.5564 -2.7107 -0.8633
O -2.3008 -0.9914 1.6312
```

For the LUMO energy, the calculation gives 0.00686 Eh. As for the charge: 0. As for the total energy: -18119.1873 eV. For the largest force on an atom, the calculation gives 4.32 eV/Å. As for the orbital gap: 9.0 eV. The multiplicity is 1. The calculation puts the HOMO energy at -8.819 eV.

---

(3)
DFT (wB97M-V/def2-TZVPD) results for a 7-piece molecular cluster, C5H24O7 overall.

XYZ file:
```
36
Properties=species:S:1:pos:R:3
H -14.6415 -1.0428 -17.0742
H -11.0526 -5.7941 -20.2020
C -9.8905 0.5462 -21.8723
C -12.1166 -5.5462 -20.3014
H -9.2236 -0.0169 -22.5302
O -11.6906 -2.1718 -24.1030
H -14.0070 -4.4242 -22.7372
H -11.6706 -1.6536 -24.9120
H -14.0075 -4.0066 -20.5590
O -15.5102 -0.8983 -21.0403
H -12.2304 -1.0129 -18.5203
H -9.5849 1.5925 -21.8074
H -15.4465 -5.2492 -22.1088
O -9.9960 -0.0553 -20.5920
O -14.7799 -3.6153 -20.9939
O -13.6946 -0.8922 -17.1267
C -13.3160 -0.9240 -18.4991
C -15.0977 -0.4603 -22.3228
H -14.0660 -0.7800 -22.5198
H -12.0814 -3.5727 -20.1830
H -10.8756 0.5390 -22.3396
H -13.7496 -1.7725 -19.0274
H -15.1921 0.6210 -22.3623
H -12.0245 -3.0339 -24.3684
C -14.9677 -4.2719 -22.2345
H -13.6060 -0.0100 -19.0218
H -11.2572 -1.4141 -20.8903
H -12.2972 -5.4868 -21.3807
H -11.6779 -2.1995 -22.1481
O -11.7818 -2.1717 -21.1888
O -12.3955 -4.3221 -19.6414
H -12.7090 -6.3304 -19.8404
H -15.3675 -1.8566 -21.0311
H -15.6198 -3.6775 -22.8731
H -9.1293 -0.0972 -20.1802
H -15.6998 -0.9074 -23.1261
```

For the LUMO energy, the calculation gives 0.00112 Eh. As for the charge: 0. As for the total energy: -19905.0693 eV. For the largest force on an atom, the calculation gives 0.93 eV/Å. As for the orbital gap: 9.5 eV. The multiplicity is 1. The calculation puts the HOMO energy at -9.434 eV.

---

(4)
DFT (wB97M-V/def2-TZVPD) results for one molecule with the formula C15H16ClN3O in a non-equilibrium geometry.

XYZ file:
```
36
Properties=species:S:1:pos:R:3
H 5.9814 1.4099 2.3247
C 4.0293 3.9170 1.6676
N -1.8708 -2.2311 2.5928
H 2.0126 3.8343 0.9503
H -1.6868 0.2636 -1.9585
Cl 0.5945 -2.1948 3.8658
H -2.2662 -3.0736 -3.3758
C 1.6255 0.9806 1.0075
C 5.0522 1.9851 2.1058
H 3.8854 4.9996 1.6703
H -3.4638 0.6912 -2.0905
C -2.2823 -0.9005 0.5741
O -3.1814 -0.5364 -0.4507
C 4.0110 1.1396 1.5517
H 4.2279 0.0060 1.5670
C -0.5902 -1.6826 2.6036
C 2.8730 3.2002 1.2187
H -0.5551 0.0167 -0.3535
C -2.6941 -1.7982 1.5901
C -2.9307 -1.1284 -2.8359
C -0.0582 -0.8905 1.5678
C 1.3491 -0.2760 1.5118
H -3.9101 -1.6362 -2.5532
C -2.7459 -0.0606 -1.7934
H -2.4613 -0.0263 -4.4992
H -3.2426 -1.5833 -4.7235
C 2.8458 1.7986 1.1896
H 2.0820 -1.0586 1.9093
C -1.9114 -2.2377 -2.7350
H -3.7542 -2.2196 1.5023
N -3.1138 -0.7242 -4.1706
N 5.0729 3.3419 2.2713
H 0.8027 1.5665 0.6270
H -1.7591 -2.4795 -1.6566
H -1.0080 -1.8704 -3.1300
C -0.9593 -0.5424 0.4573
```

For the LUMO energy, the calculation gives -0.01820 Eh. As for the charge: 0. As for the total energy: -34851.6450 eV. For the largest force on an atom, the calculation gives 4.07 eV/Å. As for the orbital gap: 8.3 eV. The multiplicity is 1. The calculation puts the HOMO energy at -8.824 eV.

---

Let's list energy relative to the best compared isomer or geometry (same formula, charge and spin) in order: 0.234; 1.149; 1.445; 3.550 eV.